# 1
The following is a DFT calculation (ωB97M-V/def2-TZVPD) of a cluster of 2 separate species, C4H10N2OS in total at a distorted geometry.

XYZ file:
```
18
C4H10N2OS, DFT ωB97M-V/def2-TZVPD
N -1.41 -0.08 1.22
C -0.65 0.22 0.11
C -0.67 -0.75 -1.01
S 0.21 -2.21 -0.44
C 0.09 1.43 0.18
N 1.23 1.67 -0.62
C 2.27 0.61 -0.71
O -0.21 2.30 1.00
H -1.32 0.76 1.80
H -2.39 -0.19 1.00
H -2.51 -3.04 1.32
H -1.70 -1.04 -1.24
H -0.20 -0.32 -1.90
H -1.91 -2.94 1.74
H 1.61 2.55 -0.29
H 2.46 0.35 -1.75
H 1.90 -0.26 -0.18
H 3.19 0.96 -0.24
```

Properties
* ΔE to the lowest compared entry with this formula, charge and spin: 89.8 kcal/mol
* LUMO: -2.090 eV


# 2
The following is a DFT calculation (ωB97M-V/def2-TZVPD) of the ion C4H10N2P with charge +1 at a distorted geometry.

XYZ file:
```
17
C4H10N2P, DFT ωB97M-V/def2-TZVPD
C -0.87 0.86 -1.41
C 1.16 -0.64 0.56
C 0.76 -0.87 -0.99
C -0.13 -0.61 1.25
N 0.32 0.36 -1.63
N -1.59 0.46 -0.47
P -0.40 0.51 2.59
H -1.10 1.71 -2.07
H 1.78 -1.53 0.95
H 1.82 0.22 0.81
H 1.60 -1.33 -1.47
H -0.08 -1.68 -1.03
H -0.49 -1.56 1.32
H 0.94 0.94 -2.25
H -2.55 0.83 -0.36
H -1.65 0.73 2.00
H 0.48 1.61 2.19
```

Properties
* total charge: +1
* ΔE to the lowest compared entry with this formula, charge and spin: 56.6 kcal/mol
* LUMO: -5.598 eV


# 3
The following is a DFT calculation (ωB97M-V/def2-TZVPD) of the ion C4H10N2PS with charge +1 at a distorted geometry.

XYZ file:
```
18
C4H10N2PS, DFT ωB97M-V/def2-TZVPD
C -0.87 -0.03 0.48
C -0.50 -0.59 -1.79
C 0.79 -0.17 -1.06
C 1.27 -0.26 1.42
N 0.39 -0.25 0.34
N -1.52 -0.14 -0.83
P -1.88 0.01 2.06
S 1.15 1.56 -1.48
H -0.75 -0.03 -2.75
H -0.40 -1.61 -2.15
H 1.48 -1.02 -1.20
H 0.90 -0.94 2.25
H 2.30 -0.65 1.16
H 1.62 0.74 1.84
H -2.46 -0.02 -0.81
H -2.84 0.64 1.22
H -1.04 1.19 2.27
H 2.37 1.59 -0.95
```

Properties
* total charge: +1
* spin multiplicity: 3
* LUMO (alpha / beta): -3.633 / -8.415 eV


# 4
The following is a DFT calculation (ωB97M-V/def2-TZVPD) of the molecule C4H10N2S at a distorted geometry.

XYZ file:
```
17
C4H10N2S, DFT ωB97M-V/def2-TZVPD
C -0.47 1.09 -1.02
C 0.51 0.16 -0.18
C 1.17 0.98 0.99
C 0.00 -2.25 -0.16
N -1.61 1.44 -0.14
N -0.12 -0.95 0.49
S -2.39 0.03 0.18
H -0.02 1.93 -1.35
H -0.85 0.53 -1.79
H 1.40 -0.14 -0.84
H 1.47 2.09 1.03
H 1.99 0.39 1.31
H 0.46 0.70 1.77
H -0.92 -2.67 -0.34
H 0.58 -2.32 -1.13
H 0.39 -3.02 0.55
H -1.59 2.02 0.63
```

Properties
* ΔE to the lowest compared entry with this formula, charge and spin: 86.6 kcal/mol
* LUMO (alpha / beta): -0.583 / -0.651 eV